(1)
The following is a quantum chemistry calculation of a 6-piece molecular cluster, BrH10O5 overall, from the OMol25 dataset.

XYZ file:
```
16
BrH10O5 ωB97M-V with the def2-TZVPD basis set
Br 24.426 21.664 -15.629
O 24.938 20.128 -18.895
H 24.269 20.661 -19.334
H 24.832 20.344 -17.952
O 22.929 23.823 -18.249
H 23.674 23.388 -17.802
H 22.488 23.111 -18.722
O 25.447 20.022 -12.815
H 25.443 20.686 -12.117
H 25.415 20.548 -13.640
O 22.962 22.338 -12.596
H 22.645 21.472 -12.322
H 23.416 22.162 -13.447
O 23.910 18.148 -15.581
H 23.695 17.834 -14.697
H 24.155 19.081 -15.446
```

Computed properties:
Highest occupied orbital energy: -0.2009 hartree
E_LUMO: 3.43 eV
Energy above the lowest of the compared OMol25 structures with the same formula, charge and spin: 7.25 kJ/mol
Total charge: -1
F_max: 0.343 eV Å⁻¹

Here are the Löwdin charges for atoms 1 to 6, given in e:
1 Br -0.0930
2 O -0.1015
3 H 0.0112
4 H -0.0685
5 O -0.1019
6 H -0.0433

(2)
The following is a quantum chemistry calculation of C22H18N6O2S2 as an isolated structure in a non-equilibrium geometry, from the OMol25 dataset.

XYZ file:
```
50
C22H18N6O2S2 ωB97M-V with the def2-TZVPD basis set
C -5.201 -2.413 1.950
C -4.822 -1.170 1.036
O -3.613 -0.428 1.383
C -2.522 -1.080 1.009
C -2.374 -2.303 0.020
C -1.180 -2.647 -0.085
C -0.095 -2.043 0.546
C -0.204 -0.805 1.110
C -1.505 -0.388 1.473
H -1.569 0.359 2.245
H 0.617 -0.121 1.666
C 1.213 -2.326 -0.017
N 1.655 -3.870 -0.224
N 2.962 -3.720 -0.243
C 3.461 -2.623 -0.327
C 4.722 -2.155 -0.174
C 5.012 -0.939 -0.183
C 3.800 0.020 -0.013
N 2.724 -0.253 -0.003
N 2.429 -1.632 0.145
S 4.038 1.796 -0.289
C 2.255 2.450 -0.282
C 1.755 3.005 0.885
O 2.313 3.370 1.943
N 0.375 3.102 0.600
C -0.449 2.342 0.019
N -0.274 1.322 -0.929
C -1.391 1.174 -1.520
C -1.569 0.030 -2.392
C -2.692 -0.392 -2.876
C -3.888 0.273 -2.453
C -3.893 1.079 -1.518
C -2.593 1.556 -0.914
S -2.275 2.511 0.320
H -4.799 1.436 -0.957
H -4.812 0.023 -2.736
H -2.760 -1.087 -3.903
H -0.576 -0.307 -2.651
H -0.026 3.442 1.673
H 2.293 3.290 -1.077
H 1.869 1.443 -0.666
H 5.810 -0.249 -0.074
H 5.502 -2.865 -0.405
H -1.032 -3.551 -0.758
H -3.347 -2.577 -0.334
H -4.820 -1.453 -0.046
H -5.666 -0.521 1.275
H -6.076 -2.986 1.614
H -4.446 -3.064 1.612
H -5.415 -2.092 2.971
```

Computed properties:
Highest occupied orbital energy: -0.2831 hartree
E_LUMO: -0.13 eV
Energy above the lowest of the compared OMol25 structures with the same formula, charge and spin: 1204.53 kJ/mol
F_max: 19.403 eV Å⁻¹

Here are the Löwdin charges for atoms 1 to 6, given in e:
1 C -0.0438
2 C -0.2055
3 O -0.0526
4 C -0.2455
5 C 0.0166
6 C -0.1092

(3)
The following is a quantum chemistry calculation of the molecule C5H8ClNO2S in a non-equilibrium geometry, from the OMol25 dataset.

XYZ file:
```
18
C5H8ClNO2S ωB97M-V with the def2-TZVPD basis set
C -1.950 1.055 1.199
C -1.522 -0.645 -0.541
C -1.162 1.699 2.248
C 1.618 -1.534 -1.142
C -0.824 -0.215 -1.741
N -1.554 0.122 0.513
O 1.426 0.211 -2.941
O 1.085 1.071 -0.557
S 0.943 0.070 -1.613
Cl -1.699 -2.274 -0.137
H -0.266 1.128 2.692
H -1.841 2.303 2.977
H -0.602 2.550 1.921
H 1.389 -2.221 -2.056
H 2.586 -1.421 -1.100
H 1.182 -1.861 -0.182
H -1.171 0.724 -2.209
H -1.148 -0.898 -2.549
```

Computed properties:
Highest occupied orbital energy (alpha / beta): -0.2918 / -0.2918 hartree
E_LUMO (alpha / beta): 0.05 / 0.05 eV
Energy above the lowest of the compared OMol25 structures with the same formula, charge and spin: 184.04 kJ/mol
F_max: 6.113 eV Å⁻¹

Here are the Löwdin charges for atoms 1 to 6, given in e:
1 C -0.0624
2 C -0.7923
3 C -0.1246
4 C -0.1242
5 C -0.2771
6 N 0.0048

(4)
The following is a quantum chemistry calculation of the molecule C2H5N3O2 in a non-equilibrium geometry, from the OMol25 dataset.

XYZ file:
```
12
C2H5N3O2 ωB97M-V with the def2-TZVPD basis set
H -2.356 1.219 0.913
N -1.562 0.950 0.389
C -1.851 -0.225 -0.085
N -0.788 -0.963 -0.686
O 0.300 -0.204 -0.937
C 1.222 -0.231 -0.008
N 2.248 0.602 -0.302
O 1.217 -1.140 0.802
H -2.889 -0.816 -0.045
H -0.288 -1.606 0.120
H 1.811 1.493 -0.578
H 2.936 0.919 0.419
```

Computed properties:
Highest occupied orbital energy: -0.3571 hartree
SMILES: [H]/N=C/NOC(N)=O
E_LUMO: 0.89 eV
Energy above the lowest of the compared OMol25 structures with the same formula, charge and spin: 361.28 kJ/mol
F_max: 4.113 eV Å⁻¹

Here are the Löwdin charges for atoms 1 to 6, given in e:
1 H 0.0164
2 N 0.1017
3 C -0.2316
4 N -0.0463
5 O -0.0297
6 C -0.6535